# C4H7N3O

One molecule with the formula C4H7N3O at a distorted geometry (ωB97M-V/def2-TZVPD, OMol25).

As for the calculated total energy: -10773.2317 eV. As for the spin multiplicity: 1. For the energy relative to the best compared isomer or geometry (same formula, charge and spin), the calculation gives 628.7 kJ/mol. Its charge is 0. The SMILES is Cc1n[nH]c(=O)n1C.

Element x y z (Å)
C: -0.305 -1.654 1.238
C: -0.443 -0.259 0.770
N: -1.137 0.693 1.309
N: -1.061 1.798 0.598
C: -0.273 1.616 -0.499
O: 0.035 2.485 -1.352
N: 0.154 0.281 -0.413
C: 0.998 -0.302 -1.312
H: -0.650 -2.267 0.730
H: -0.330 -1.396 2.028
H: 0.623 -1.985 1.002
H: -1.759 2.583 0.747
H: 0.813 -1.095 -1.676
H: 1.994 -0.846 -0.924
H: 1.341 0.348 -2.246

Cartesian forces (eV/Å) of the 6 atoms listed first:
C 6.0 7.0 -10.1
C 0.1 2.6 -3.3
N -0.9 -2.9 2.3
N -0.6 1.7 -0.8
C 1.2 2.1 -2.4
O -0.6 -2.1 1.6

Löwdin atomic charge list, values in e, 6 entries: 0.10, -0.22, 0.07, 0.06, -0.46, 0.00